{
  "formula": "C6H6O2",
  "method": "ωB97M-V with the def2-TZVPD basis set",
  "gap_ev": 8.9,
  "e_tot_ha": -382.48977,
  "symbols": ["C", "C", "C", "C", "C", "C", "O", "O", "H", "H", "H", "H", "H", "H"],
  "coordinates": [[-0.936, 1.427, 0.232], [0.244, 0.430, 0.565], [-1.762, 0.771, -0.583], [-0.244, -0.859, -0.132], [2.322, 0.354, -0.428], [0.142, -2.115, 0.144], [1.358, 0.954, 0.188], [-1.465, -0.553, -0.735], [-1.052, 2.514, 0.510], [0.397, 0.257, 1.667], [-2.675, 1.127, -0.947], [3.175, 1.136, -0.717], [-0.618, -2.949, -0.248], [1.115, -2.494, 0.483]],
  "forces_ev_per_a": [[0.5, 0.0, 0.0], [-5.3, -1.7, 2.3], [1.6, -0.1, 2.1], [0.0, 0.0, 1.8], [1.0, -0.3, -0.8], [-2.3, -1.6, -2.1], [6.5, 4.0, -2.6], [0.0, -0.8, -0.8], [0.5, -1.6, -0.3], [-0.8, 0.0, -0.8], [-1.1, 0.1, -0.9], [-1.8, -0.7, 1.0], [1.9, 1.8, 0.8], [-0.6, 0.8, 0.1]]
}


{
  "formula": "C6H6O2",
  "method": "ωB97M-V with the def2-TZVPD basis set",
  "gap_ev": 9.2,
  "e_tot_ha": -382.46517,
  "symbols": ["C", "C", "C", "C", "C", "C", "H", "H", "H", "H", "H", "H", "O", "O"],
  "coordinates": [[-0.686, -0.142, 0.046], [0.295, -0.634, 1.246], [0.013, -0.977, -1.056], [0.999, -0.056, -1.352], [0.668, 1.340, -0.800], [-0.405, 1.280, 0.038], [-2.006, -0.358, 1.670], [1.433, -1.016, 0.772], [-0.213, -1.951, -1.100], [1.682, -0.258, -2.225], [1.588, 2.077, -0.985], [-1.020, 1.846, 0.797], [-1.940, -0.708, 0.496], [-0.408, -0.443, 2.454]],
  "forces_ev_per_a": [[-1.8, -5.6, 1.9], [-3.6, 2.1, 5.2], [0.9, 7.6, 2.2], [-1.5, -0.5, -2.7], [3.5, -0.1, -0.6], [0.4, -0.1, -0.1], [0.9, -1.6, -5.0], [-2.9, 1.2, 2.5], [-0.4, -3.4, -0.8], [-0.2, 0.6, 1.5], [-2.8, -1.0, 0.6], [1.4, 0.1, -1.3], [0.0, 2.8, 3.2], [5.9, -1.9, -6.6]]
}


{
  "formula": "C6H6O2",
  "method": "ωB97M-V with the def2-TZVPD basis set",
  "gap_ev": 9.3,
  "e_tot_ha": -382.32677,
  "symbols": ["C", "C", "C", "C", "C", "C", "H", "H", "H", "H", "H", "H", "O", "O"],
  "coordinates": [[-0.890, -0.706, 0.766], [-0.612, -1.104, -0.792], [-0.065, -0.025, -1.505], [0.656, 0.945, -0.632], [0.223, 0.997, 0.809], [0.421, -0.290, 1.395], [-1.546, 0.219, 0.839], [-0.864, -1.914, -1.350], [0.183, -0.103, -2.631], [1.473, 0.236, -0.828], [-0.768, 1.496, 1.044], [1.393, -0.796, 0.780], [-0.533, -1.015, 2.045], [0.929, 2.061, 0.060]],
  "forces_ev_per_a": [[-1.2, 0.6, -3.7], [0.7, 4.7, 1.7], [-2.3, -1.1, -0.6], [-0.9, -4.0, 0.5], [-1.2, 4.9, -2.4], [3.5, -1.9, -3.0], [-0.2, -2.6, -0.7], [-0.9, -2.6, -0.9], [-0.6, 0.0, 2.0], [1.9, 1.0, 0.9], [1.6, -0.3, -0.3], [-2.6, 0.6, 2.5], [0.4, -2.1, 2.7], [1.7, 2.9, 1.3]]
}


{
  "formula": "C6H6O2",
  "method": "ωB97M-V with the def2-TZVPD basis set",
  "gap_ev": 8.3,
  "e_tot_ha": -382.46215,
  "symbols": ["C", "C", "C", "C", "C", "C", "O", "O", "H", "H", "H", "H", "H", "H"],
  "coordinates": [[1.796, -0.891, 0.523], [0.150, 0.084, -0.965], [-1.886, -0.390, 0.040], [2.816, -1.619, 0.151], [-0.290, 1.416, -0.325], [-1.687, 1.098, 0.189], [-2.674, -1.157, 0.462], [-0.728, -0.830, -0.727], [3.422, -1.815, -0.757], [2.956, -2.232, 1.038], [0.497, 1.257, 0.427], [-0.184, 2.207, -1.022], [-2.590, 1.662, -0.280], [-1.599, 1.209, 1.245]],
  "forces_ev_per_a": [[0.8, -0.4, -0.7], [0.8, 0.4, -0.1], [0.5, 0.3, -0.3], [-0.6, 0.5, -0.7], [-0.5, -3.2, -0.7], [-1.1, 1.0, -0.4], [0.2, 0.2, -0.3], [-0.8, -0.7, -0.1], [-0.7, 0.3, 0.8], [0.4, -0.2, 0.4], [-0.2, 1.3, 0.3], [0.4, 0.9, -0.2], [1.7, -0.9, 1.0], [-0.9, 0.5, 1.0]]
}


{
  "formula": "C6H6O5Pm",
  "method": "ωB97M-V with the def2-TZVPD basis set",
  "gap_ev": [6.0, 6.5],
  "spin_multiplicity": 5,
  "e_tot_ha": -1215.52489,
  "total_charge": 3,
  "symbols": ["Pm", "O", "C", "C", "O", "C", "O", "C", "O", "C", "C", "O", "H", "H", "H", "H", "H", "H"],
  "coordinates": [[0.789, -0.765, 0.699], [-1.039, 4.026, -2.399], [-0.769, 3.491, -1.417], [2.618, -1.305, -1.012], [3.415, -1.463, -1.827], [-1.260, -1.595, -0.433], [-2.160, -1.807, -1.141], [0.231, -0.162, -1.654], [-0.207, -0.198, -2.731], [-1.063, -0.518, 4.546], [-0.588, 0.722, 3.823], [0.425, 0.361, 2.734], [-1.462, -1.256, 3.863], [-1.837, -0.305, 5.297], [-0.240, -0.974, 5.085], [-1.403, 1.228, 3.289], [-0.150, 1.447, 4.510], [1.280, 0.554, 3.213]],
  "forces_ev_per_a": [[0.1, 0.8, 2.8], [0.9, -1.7, 3.3], [-0.8, 1.5, -3.3], [4.5, -0.9, -4.0], [-3.5, 0.6, 3.6], [-6.5, -1.9, -4.1], [4.8, 1.0, 4.1], [-2.6, 0.6, -7.0], [2.6, 0.5, 5.5], [0.6, 0.0, 0.0], [-2.2, 0.2, 0.5], [1.9, -0.3, -0.1], [-0.3, -0.2, -0.2], [0.2, 0.3, -0.3], [0.2, -0.1, 0.2], [0.4, -0.1, 0.0], [0.5, 0.0, -0.4], [-0.7, -0.1, -0.6]]
}


{
  "formula": "C6H73FINO33",
  "method": "ωB97M-V with the def2-TZVPD basis set",
  "gap_ev": 9.6,
  "e_tot_ha": -3207.56804,
  "symbols": ["C", "C", "F", "N", "C", "C", "C", "I", "C", "O", "O", "H", "H", "H", "H", "H", "H", "H", "H", "H", "H", "H", "O", "H", "H", "O", "H", "H", "O", "H", "H", "O", "H", "H", "O", "H", "H", "O", "H", "H", "O", "H", "H", "O", "H", "H", "O", "H", "H", "O", "H", "H", "O", "H", "H", "O", "H", "H", "O", "H", "H", "O", "H", "H", "O", "H", "H", "O", "H", "H", "O", "H", "H", "O", "H", "H", "O", "H", "H", "O", "H", "H", "O", "H", "H", "O", "H", "H", "O", "H", "H", "O", "H", "H", "O", "H", "H", "O", "H", "H", "O", "H", "H", "O", "H", "H", "O", "H", "H", "O", "H", "H", "O", "H", "H"],
  "coordinates": [[1.080, -1.545, -0.984], [1.133, 0.067, -1.028], [-0.207, 0.512, -1.457], [1.410, 0.741, 0.283], [1.871, -0.196, 1.356], [2.371, 0.686, 2.645], [1.521, 0.410, 3.981], [1.474, -1.668, 4.630], [0.255, 1.574, 0.701], [0.345, 2.827, 0.451], [-0.939, 1.102, 1.335], [0.908, -1.895, -2.078], [2.082, -2.042, -0.682], [0.184, -1.973, -0.393], [1.863, 0.445, -1.833], [2.812, -0.791, 1.032], [1.044, -0.915, 1.724], [3.464, 0.380, 2.889], [2.343, 1.813, 2.444], [2.052, 1.001, 4.827], [0.480, 0.906, 3.888], [-1.141, 0.214, 0.919], [2.722, -0.817, -3.577], [2.210, -0.525, -4.343], [3.592, -1.027, -3.946], [5.403, -1.601, -5.233], [6.330, -1.396, -5.410], [4.970, -1.492, -6.093], [3.200, 3.406, -0.530], [2.696, 4.212, -0.352], [2.596, 2.693, -0.279], [-2.743, -1.266, 0.097], [-3.248, -0.459, 0.277], [-3.348, -1.980, 0.345], [-3.089, -3.262, -2.265], [-3.569, -2.925, -3.035], [-2.683, -2.473, -1.879], [-1.574, 2.933, -2.529], [-1.109, 3.738, -2.262], [-1.067, 2.221, -2.116], [-4.896, -3.750, 0.171], [-4.468, -3.823, -0.697], [-5.825, -3.588, -0.040], [6.666, -3.280, -7.149], [6.269, -3.723, -7.910], [6.602, -3.932, -6.439], [-5.576, -0.766, 1.301], [-5.207, -1.620, 1.037], [-5.795, -0.884, 2.235], [-7.611, 0.713, 2.621], [-7.185, 0.640, 1.755], [-8.539, 0.876, 2.410], [3.735, -4.591, 6.089], [4.230, -4.067, 6.732], [3.066, -3.981, 5.756], [-9.756, -1.294, 3.961], [-9.292, -0.488, 4.225], [-9.242, -2.002, 4.368], [-0.118, 2.271, 5.502], [-0.334, 2.962, 6.144], [-0.971, 2.038, 5.114], [6.457, -2.980, 6.387], [7.149, -2.927, 5.717], [6.891, -3.407, 7.137], [3.342, -1.389, -7.244], [2.838, -0.584, -7.058], [2.739, -2.102, -6.998], [6.363, -1.960, -2.372], [7.290, -1.755, -2.546], [5.932, -1.852, -3.231], [-0.935, 0.483, -4.655], [-1.141, 1.176, -4.014], [-1.792, 0.269, -5.045], [-4.040, 0.631, -2.266], [-3.575, 1.436, -1.999], [-3.526, -0.079, -1.857], [-2.238, -2.268, -5.210], [-1.767, -1.463, -4.955], [-1.731, -2.977, -4.793], [-1.902, -4.190, 1.498], [-1.722, -5.016, 1.967], [-2.802, -4.300, 1.170], [2.408, 1.638, -6.770], [2.905, 2.150, -6.114], [1.741, 2.256, -7.093], [0.166, 5.663, -0.004], [0.615, 6.222, 0.646], [0.277, 4.767, 0.343], [-3.249, 3.573, -4.752], [-2.604, 3.490, -4.034], [-3.984, 4.055, -4.353], [3.556, 3.790, -5.054], [4.206, 3.703, -4.343], [2.821, 4.262, -4.641], [1.361, 8.509, 0.098], [1.783, 8.431, -0.767], [0.432, 8.673, -0.109], [8.878, -2.664, 8.264], [9.333, -1.853, 8.522], [9.399, -3.366, 8.676], [2.886, 5.987, 1.495], [3.351, 6.792, 1.754], [3.399, 5.278, 1.904], [-5.550, -4.301, -3.385], [-6.065, -4.008, -4.148], [-4.682, -4.509, -3.755], [-11.590, 1.637, 3.669], [-11.220, 0.783, 3.405], [-11.808, 1.518, 4.602], [-0.345, 2.551, 8.194], [0.031, 1.698, 7.936], [-0.560, 2.439, 9.129], [-0.998, -4.797, 4.011], [-0.507, -4.277, 4.657], [-1.665, -4.181, 3.678]],
  "forces_ev_per_a": [[-0.2, -0.2, -1.3], [0.0, -1.1, -0.8], [1.4, -0.5, 0.5], [-1.8, -0.9, 0.6], [0.8, 0.2, 1.9], [0.2, -1.2, 0.5], [0.6, 2.6, -0.3], [-0.1, 0.8, -0.4], [-0.4, 4.7, -1.0], [-0.6, -5.6, 1.4], [2.8, -0.6, -2.1], [0.3, 0.8, 1.8], [-1.8, 1.1, -0.3], [1.6, 0.9, -0.6], [-1.3, -0.7, 1.3], [-2.0, 1.0, 0.1], [1.3, 1.0, -0.7], [-1.8, 0.7, -0.6], [0.0, -1.6, 0.2], [-1.0, -1.3, -1.4], [1.7, -1.5, 0.2], [0.3, 0.8, 0.8], [0.0, 0.0, -0.4], [0.0, 0.0, 0.1], [0.0, 0.0, 0.0], [0.2, 0.3, 0.4], [-0.2, -0.1, -0.1], [-0.3, -0.2, -0.1], [-0.1, 0.1, 0.0], [0.1, -0.1, 0.0], [0.0, 0.1, 0.0], [0.0, 0.4, -0.2], [-0.2, -0.1, 0.1], [0.2, -0.1, 0.0], [0.0, 0.2, 0.1], [0.0, 0.1, 0.1], [0.1, -0.1, 0.1], [0.2, 0.0, 0.1], [-0.1, -0.1, 0.1], [0.1, 0.0, 0.1], [0.1, 0.4, 0.0], [0.1, 0.0, -0.2], [0.1, -0.2, 0.0], [0.0, -0.4, -0.2], [0.1, 0.2, 0.1], [0.0, 0.2, 0.0], [0.2, -0.2, 0.2], [-0.3, 0.0, 0.0], [0.0, 0.1, -0.1], [-0.2, 0.1, -0.1], [0.0, 0.0, 0.1], [0.2, 0.0, 0.0], [-0.3, 0.1, 0.2], [0.1, 0.0, -0.3], [0.2, -0.1, 0.0], [0.1, 0.2, 0.2], [0.1, -0.2, -0.1], [-0.1, 0.1, -0.1], [-0.3, 0.2, 0.0], [0.0, -0.1, 0.0], [0.1, 0.1, 0.1], [0.1, -0.2, 0.1], [-0.2, 0.0, 0.1], [0.1, 0.3, -0.1], [-0.2, -0.1, 0.2], [0.1, 0.3, -0.1], [0.2, 0.0, -0.1], [0.2, 0.1, -0.2], [-0.2, 0.0, 0.1], [-0.1, -0.1, 0.1], [-0.2, -0.3, 0.0], [0.0, 0.0, -0.1], [0.0, 0.6, -0.1], [0.3, 0.0, 0.2], [-0.1, 0.0, -0.2], [-0.1, 0.0, -0.1], [0.0, -0.1, 0.2], [0.1, -0.3, 0.1], [0.0, 0.1, -0.1], [-0.3, -0.1, 0.0], [0.2, 0.1, -0.2], [-0.1, 0.0, -0.1], [0.0, -0.1, 0.1], [0.0, 0.1, 0.0], [0.1, -0.2, 0.0], [0.0, -0.1, 0.1], [0.1, 0.0, -0.2], [-0.2, 0.1, 0.0], [-0.1, 0.2, 0.1], [-0.1, -0.2, -0.1], [0.1, -0.1, -0.1], [0.0, 0.0, 0.2], [-0.1, -0.1, -0.1], [0.1, -0.1, -0.1], [-0.1, 0.1, -0.2], [-0.1, -0.1, 0.2], [0.1, -0.1, 0.1], [0.3, -0.1, 0.2], [-0.2, -0.1, -0.1], [-0.1, 0.1, -0.1], [0.3, -0.1, 0.2], [-0.2, 0.0, -0.1], [-0.1, 0.0, -0.1], [0.1, 0.1, -0.3], [0.0, -0.1, 0.2], [-0.2, -0.2, 0.1], [0.2, -0.2, 0.1], [-0.2, 0.0, 0.0], [0.0, 0.0, -0.2], [0.0, -0.3, 0.4], [-0.1, 0.2, -0.1], [0.0, 0.2, -0.2], [-0.2, 0.1, 0.3], [0.0, -0.1, -0.1], [0.2, 0.0, 0.0]]
}